# 1
A structure of composition C2H8IN2 at a distorted geometry. Source: OMol25; level of theory: ωB97M-V/def2-TZVPD.

- Multiplicity: 1
- Charge: +1
- E_HOMO (spin up / spin down): -12.727 / -12.730 eV
- Kohn-Sham gap (spin up / spin down): 3.66 / 3.67 eV
- Energy relative to the best compared isomer or geometry (same formula, charge and spin): 4.230 eV

Each line ends with the natural charge from an NBO analysis.
Atoms and positions in Å:
I: 2.88313 -2.38850 3.90496  0.655
N: -0.42611 0.19251 -0.49409  -0.740
N: -1.83835 1.04363 -2.12070  -0.781
C: 1.64248 -1.22158 1.58550  -0.952
C: -1.30810 0.06139 -1.39777  0.320
H: 0.94324 -0.84982 0.77021  0.381
H: -2.55514 0.87424 -2.80752  0.414
H: 1.33547 -2.26430 1.67184  0.257
H: 2.65922 -1.09773 1.23623  0.251
H: -1.67371 -0.94262 -1.59557  0.188
H: 1.38302 -0.58530 2.42773  0.254
H: -0.04070 1.10344 -0.27573  0.352
H: -1.53898 1.99916 -1.97806  0.402

***

# 2
A structure of composition C5H11N2 at a distorted geometry. Source: OMol25; level of theory: ωB97M-V/def2-TZVPD.

- Multiplicity: 1
- Charge: +1
- E_HOMO: -14.913 eV
- Kohn-Sham gap: 12.03 eV
- Energy relative to the best compared isomer or geometry (same formula, charge and spin): 2.381 eV

Each line ends with the natural charge from an NBO analysis.
Atoms and positions in Å:
N: 1.36805 0.03918 -0.09974  -0.763
N: -0.40737 -0.17064 -1.66085  -0.532
C: 0.30021 -0.49533 -2.86335  -0.453
C: -0.36199 1.00856 2.20133  -0.425
C: 0.12428 0.03816 -0.47525  0.578
C: -0.59787 -0.44201 2.22916  -0.438
C: -1.06619 0.31190 1.04957  -0.158
H: -0.26303 -0.09975 -3.79584  0.262
H: 1.77481 0.41066 0.75463  0.438
H: 0.65552 1.37393 2.27169  0.226
H: -2.07354 0.59804 0.82297  0.248
H: 0.64511 -1.53611 -2.80848  0.229
H: -1.24815 -1.09740 2.77390  0.255
H: 0.33787 -1.02634 2.10092  0.225
H: -1.05827 1.64258 2.66443  0.244
H: 1.16404 0.11753 -2.92409  0.220
H: 2.09823 -0.33899 -0.62870  0.414
H: -1.39169 -0.33397 -1.61231  0.430

***

# 3
The ion C23H28N3O2S with charge +1 at a distorted geometry. Source: OMol25; level of theory: ωB97M-V/def2-TZVPD.

- Multiplicity: 1
- Charge: +1
- E_HOMO: -10.746 eV
- Kohn-Sham gap: 7.93 eV

Each line ends with the natural charge from an NBO analysis.
Atoms and positions in Å:
S: 0.44712 -2.24349 -1.84976  0.477
O: -0.83267 1.43778 0.27512  -0.587
O: 6.78532 2.29995 0.42895  -0.471
N: 0.96344 -0.15148 -0.53456  -0.551
N: -0.19388 -2.19147 1.18406  -0.451
N: -1.37153 -0.54606 -0.71817  -0.485
C: -3.10016 1.13916 -0.28837  -0.132
C: 4.54204 1.77528 0.74533  -0.232
C: -1.34903 -3.06023 0.97179  -0.227
C: 2.19858 -0.57939 -0.97215  0.167
C: -3.78804 1.14154 -1.50298  -0.190
C: -7.10141 2.66687 -0.50747  -0.638
C: 4.58792 -0.04675 -1.33148  -0.152
C: -5.07507 1.63522 -1.56439  -0.213
C: -2.37989 -1.59357 -0.84781  -0.216
C: -3.71570 1.66835 0.84444  -0.176
C: 3.39973 0.15599 -0.62687  -0.079
C: -5.01202 2.13681 0.77476  -0.199
C: -2.59265 -2.31899 0.48123  -0.425
C: -0.37547 -1.27468 2.29662  -0.421
C: -5.71289 2.12657 -0.42768  0.033
C: 1.00873 -2.98400 1.38339  -0.417
C: 8.02266 2.15545 -0.23719  -0.259
C: 5.73639 0.64639 -1.01383  -0.299
C: -0.06891 -0.92833 -0.84918  0.409
C: -1.69197 0.71867 -0.19874  0.700
C: 3.40024 1.08572 0.42170  -0.194
C: 5.73221 1.57138 0.03309  0.342
C: 2.08880 -1.71793 -1.70418  -0.444
H: -7.06578 3.73195 -0.73824  0.238
H: -3.38622 -3.05325 0.34110  0.240
H: 7.94132 2.42919 -1.29269  0.184
H: -3.17314 1.69745 1.77739  0.227
H: -2.04786 -2.29425 -1.61734  0.212
H: -1.21198 -0.60581 2.10971  0.197
H: -1.60045 -3.60386 1.89512  0.195
H: 0.76906 0.72478 -0.03441  0.481
H: 4.61004 -0.74414 -2.15377  0.214
H: -5.48431 2.52818 1.66289  0.224
H: 4.54972 2.48905 1.55299  0.237
H: -0.55979 -1.80691 3.23754  0.194
H: 8.70418 2.84161 0.26148  0.214
H: 8.40649 1.13541 -0.14860  0.183
H: -1.06634 -3.80000 0.21735  0.204
H: 0.94326 -3.60616 2.28354  0.192
H: -3.30023 0.79756 -2.40406  0.219
H: 1.86648 -2.32054 1.48421  0.208
H: 0.52450 -0.67322 2.41286  0.210
H: -7.66857 2.17463 -1.29331  0.227
H: 2.86403 -2.30092 -2.15366  0.264
H: 1.16746 -3.63905 0.52799  0.205
H: -5.59407 1.64625 -2.51099  0.225
H: -7.62216 2.54851 0.43911  0.228
H: 2.50816 1.26271 1.00376  0.207
H: 6.63103 0.46634 -1.58716  0.233
H: -3.31919 -1.14603 -1.16798  0.251
H: -2.93754 -1.60425 1.22954  0.215

***

# 4
The ion C2H9N3O with charge +2 at a distorted geometry. Source: OMol25; level of theory: ωB97M-V/def2-TZVPD.

- Multiplicity: 1
- Structure (SMILES): N/C(C[NH3+])=[NH+]\O
- Charge: +2
- E_HOMO: -19.299 eV
- Kohn-Sham gap: 10.62 eV
- Energy relative to the best compared isomer or geometry (same formula, charge and spin): 1.727 eV

Each line ends with the natural charge from an NBO analysis.
Atoms and positions in Å:
O: 2.72704 0.27572 0.07865  -0.489
N: 0.73773 -1.43733 -0.24229  -0.710
N: 1.48012 0.72814 0.11026  -0.182
N: -2.08778 0.00252 -0.34103  -0.691
C: -0.92755 0.34875 0.47010  -0.289
C: 0.47915 -0.16935 0.00904  0.490
H: -0.81998 -0.09968 1.47294  0.303
H: -0.87227 1.41580 0.49291  0.258
H: 1.70193 -1.58974 -0.12537  0.450
H: -1.83306 0.05122 -1.29723  0.454
H: -2.80152 0.83054 -0.17480  0.502
H: -2.61208 -0.92096 -0.22645  0.493
H: 1.28646 1.54631 0.70410  0.422
H: 3.33907 1.03050 -0.06686  0.540
H: 0.20276 -2.01245 -0.86397  0.449

***

| no. | DFT total energy (eV) |
| --- | --- |
| 1 | -13273.91742 |
| 2 | -8334.73761 |
| 3 | -43700.58188 |
| 4 | -8717.83574 |